[1]
C49H97N35O13 | ωB97M-V with the def2-TZVPD basis set

Properties
HOMO level: -7.36 eV
Kohn-Sham gap: 6.95 eV
Max |F|: 8.1 eV/Å

Each line ends with the Löwdin charge.
Cartesian coordinates (Å):
1 N -3.594 1.535 1.724  0.0400
2 C -4.579 1.385 2.701  -0.1033
3 C -4.925 2.655 3.174  -0.1317
4 C -4.054 3.544 2.621  -0.1381
5 C -3.226 2.819 1.717  -0.1541
6 H -3.194 0.945 1.008  0.1014
7 H -5.013 0.417 2.899  0.0899
8 H -5.697 2.876 3.897  0.0966
9 H -4.047 4.617 2.748  0.0938
10 H -2.398 3.071 1.070  0.0864
11 N 3.668 6.587 -2.565  0.0187
12 C 3.148 7.805 -2.937  -0.1536
13 C 1.939 7.972 -2.398  -0.1501
14 C 1.699 6.933 -1.580  -0.1105
15 C 2.764 5.999 -1.757  -0.1060
16 H 4.543 6.257 -2.950  0.1512
17 H 3.649 8.407 -3.680  0.1111
18 H 1.419 8.912 -2.515  0.1091
19 H 0.783 6.781 -1.028  0.0693
20 H 2.926 5.007 -1.361  0.0712
21 N 1.231 -1.864 2.773  0.0333
22 C 2.436 -2.055 2.166  -0.1149
23 C 3.307 -2.284 3.241  -0.1452
24 C 2.648 -2.116 4.437  -0.1456
25 C 1.298 -1.968 4.157  -0.1008
26 H 0.338 -1.762 2.312  0.1097
27 H 2.506 -1.950 1.093  0.0992
28 H 4.351 -2.524 3.102  0.0989
29 H 3.138 -2.120 5.400  0.1035
30 H 0.456 -1.904 4.831  0.0861
31 N -2.213 -1.119 -3.737  0.0560
32 C -2.746 -2.245 -3.115  -0.1418
33 C -2.024 -3.384 -3.435  -0.1120
34 C -1.084 -2.992 -4.363  -0.1298
35 C -1.205 -1.635 -4.513  -0.1491
36 H -2.560 -0.178 -3.614  0.1187
37 H -3.617 -2.119 -2.488  0.0843
38 H -2.332 -4.386 -3.174  0.0831
39 H -0.477 -3.623 -4.995  0.0992
40 H -0.693 -0.910 -5.128  0.0998
41 N 0.628 -5.851 -0.260  0.0049
42 C 0.359 -4.548 -0.170  -0.1583
43 C -0.995 -4.342 -0.366  -0.1038
44 C -1.582 -5.619 -0.617  -0.0731
45 C -0.508 -6.494 -0.491  -0.1784
46 H 1.542 -6.279 -0.250  0.1699
47 H 1.172 -3.852 -0.022  0.1055
48 H -1.513 -3.395 -0.385  0.0703
49 H -2.609 -5.786 -0.907  0.0872
50 H -0.439 -7.563 -0.630  0.1193
51 N 1.364 2.277 -6.146  -0.0083
52 C 0.027 2.404 -6.294  -0.1449
53 C -0.539 2.331 -5.037  -0.1346
54 C 0.477 2.086 -4.160  -0.1329
55 C 1.709 2.063 -4.831  -0.0929
56 H 1.966 2.341 -6.954  0.1479
57 H -0.434 2.542 -7.260  0.1061
58 H -1.585 2.439 -4.792  0.0928
59 H 0.204 1.925 -3.127  0.0700
60 H 2.745 1.965 -4.542  0.0982
61 N 1.136 6.172 1.675  0.0319
62 C -0.129 6.145 2.195  -0.1372
63 C -0.470 4.842 2.503  -0.0899
64 C 0.652 4.060 2.171  -0.1118
65 C 1.577 4.869 1.546  -0.1539
66 H 1.708 6.980 1.476  0.1502
67 H -0.666 7.061 2.391  0.1221
68 H -1.306 4.502 3.096  0.0794
69 H 0.712 3.046 2.537  0.0991
70 H 2.639 4.676 1.498  0.1018
71 N 0.520 0.126 -0.654  0.0563
72 C 0.400 0.683 0.594  -0.0984
73 C -0.776 0.106 1.210  -0.1175
74 C -1.183 -0.904 0.350  -0.1558
75 C -0.383 -0.854 -0.740  -0.1690
76 H 1.281 0.346 -1.280  0.0799
77 H 1.169 1.353 0.948  0.0913
78 H -1.062 0.327 2.228  0.1011
79 H -1.960 -1.574 0.686  0.0903
80 H -0.386 -1.388 -1.678  0.1184
81 N 4.384 -3.863 -3.282  0.0488
82 C 4.240 -2.749 -2.476  -0.1505
83 C 3.158 -2.033 -2.936  -0.0967
84 C 2.699 -2.673 -4.107  -0.1525
85 C 3.382 -3.786 -4.287  -0.1405
86 H 5.077 -4.589 -3.166  0.1439
87 H 4.884 -2.532 -1.636  0.0934
88 H 2.737 -1.132 -2.514  0.0672
89 H 1.859 -2.289 -4.667  0.0994
90 H 3.267 -4.586 -5.004  0.1143
91 C 3.442 1.526 -0.759  -0.7632
92 O 2.680 1.328 -1.678  0.0198
93 N 4.187 0.617 -0.235  0.1988
94 N 3.649 2.670 -0.146  0.1957
95 H 4.106 -0.325 -0.590  0.1130
96 H 4.912 0.911 0.404  0.0420
97 H 3.039 3.376 -0.533  0.0724
98 H 4.228 2.741 0.679  0.0932
99 C -1.466 4.561 -1.250  -0.7762
100 O -2.067 4.231 -2.219  0.0413
101 N -1.621 5.678 -0.628  0.1934
102 N -0.516 3.876 -0.638  0.2064
103 H -1.174 5.991 0.222  0.0693
104 H -2.355 6.291 -0.953  0.1297
105 H -0.093 4.292 0.179  0.0395
106 H -0.156 2.973 -0.914  0.0904
107 C 0.856 -0.774 7.438  -0.8313
108 O 0.126 -0.165 6.718  0.0258
109 N 0.743 -2.058 7.646  0.1821
110 N 1.935 -0.366 7.930  0.1950
111 H 1.233 -2.527 8.394  0.1165
112 H 0.180 -2.538 6.959  0.1066
113 H 2.180 0.610 7.847  0.1249
114 H 2.609 -0.984 8.359  0.1255
115 C -2.161 -3.517 4.007  -0.7801
116 O -1.373 -3.812 4.887  0.0127
117 N -3.255 -2.809 4.131  0.1642
118 N -2.082 -3.914 2.773  0.1836
119 H -3.981 -2.757 3.432  0.0588
120 H -3.457 -2.390 5.028  0.1141
121 H -1.377 -4.583 2.496  0.1121
122 H -2.716 -3.574 2.064  0.0794
123 C 6.442 1.989 2.092  -0.6916
124 O 5.716 0.961 1.939  -0.0335
125 N 6.656 2.825 1.112  0.1751
126 N 6.909 2.412 3.213  0.2089
127 H 6.138 2.799 0.246  0.0932
128 H 7.232 3.628 1.325  0.1188
129 H 6.991 1.689 3.914  0.1398
130 H 7.297 3.337 3.330  0.1295
131 C 7.347 -0.307 -2.889  -0.7442
132 O 6.925 -1.426 -2.975  0.0633
133 N 8.401 0.292 -3.526  0.1450
134 N 6.903 0.527 -1.992  0.1563
135 H 8.921 -0.326 -4.133  0.1114
136 H 8.503 1.266 -3.281  0.0910
137 H 6.018 0.207 -1.626  0.0866
138 H 7.250 1.475 -1.954  0.0993
139 C 0.604 -6.173 -4.051  -0.8253
140 O 1.183 -6.510 -5.070  0.0212
141 N 0.781 -5.135 -3.334  0.1941
142 N -0.482 -6.710 -3.679  0.1767
143 H 0.567 -5.236 -2.352  0.0741
144 H 1.376 -4.384 -3.653  0.0673
145 H -0.824 -7.448 -4.278  0.1261
146 H -1.008 -6.356 -2.893  0.0734
147 C -5.507 -2.263 1.161  -0.7871
148 O -4.414 -2.044 1.646  0.0169
149 N -5.976 -1.640 0.141  0.2027
150 N -6.336 -3.177 1.528  0.1790
151 H -6.905 -1.858 -0.189  0.1229
152 H -5.410 -0.963 -0.351  0.0874
153 H -7.242 -3.284 1.094  0.1230
154 H -6.134 -3.770 2.320  0.1331
155 C 3.237 1.347 4.757  -0.7434
156 O 4.092 2.161 5.099  -0.0103
157 N 3.431 0.541 3.741  0.1736
158 N 1.968 1.310 5.093  0.1775
159 H 4.226 0.752 3.155  0.0683
160 H 2.789 -0.226 3.603  0.0396
161 H 1.647 2.129 5.589  0.1052
162 H 1.300 0.655 4.712  0.0900
163 C -5.350 -5.961 -1.435  -0.8005
164 O -5.279 -6.576 -0.350  -0.0147
165 N -5.668 -4.681 -1.426  0.1680
166 N -5.164 -6.313 -2.617  0.1899
167 H -5.771 -4.104 -2.248  0.0607
168 H -5.844 -4.261 -0.524  0.0698
169 H -4.754 -7.214 -2.816  0.1340
170 H -5.277 -5.599 -3.323  0.1237
171 C -3.592 1.155 -1.755  -0.7768
172 O -4.214 0.146 -1.667  0.0153
173 N -2.415 1.450 -1.240  0.2169
174 N -4.048 2.199 -2.369  0.2007
175 H -1.844 0.695 -0.886  0.0550
176 H -2.017 2.296 -1.622  0.0627
177 H -3.677 3.138 -2.348  0.0853
178 H -4.996 2.004 -2.657  0.1160
179 C -1.402 3.326 6.068  -0.8048
180 O -1.476 4.535 6.022  0.0308
181 N -1.743 2.532 5.117  0.1852
182 N -0.784 2.639 6.998  0.1599
183 H -2.157 2.973 4.308  0.0740
184 H -2.077 1.650 5.480  0.1225
185 H -0.254 3.141 7.696  0.1161
186 H -0.471 1.708 6.764  0.0442
187 C -6.167 -1.608 -4.240  -0.8222
188 O -5.885 -2.645 -3.768  0.0729
189 N -7.128 -1.378 -5.099  0.1580
190 N -5.568 -0.504 -4.020  0.1907
191 H -7.446 -2.147 -5.671  0.1170
192 H -7.284 -0.450 -5.465  0.1044
193 H -5.897 0.331 -4.483  0.1164
194 H -4.934 -0.492 -3.234  0.0547

[2]
C49H98Cl4N5O5 | ωB97M-V with the def2-TZVPD basis set

Properties
HOMO level (alpha / beta): -8.15 / -9.34 eV
2S+1: 6
Expectation value of S²: 8.773
Kohn-Sham gap (alpha / beta): 8.72 / 9.25 eV
Max |F|: 4.0 eV/Å

Each line ends with the Löwdin spin population.
Cartesian coordinates (Å):
1 C 1.145 -4.001 -0.712  0.0174
2 C 2.505 -4.373 -0.063  0.0238
3 C 2.301 -4.235 1.473  -0.0001
4 C 1.643 -5.434 2.118  -0.0001
5 C 2.375 -6.703 1.735  0.0007
6 C 2.464 -6.924 0.201  0.0265
7 N 2.997 -5.727 -0.457  0.3752
8 O 3.287 -5.838 -1.760  0.5226
9 C 3.515 -8.035 -0.019  0.0067
10 C 1.179 -7.436 -0.482  0.0179
11 C 3.485 -3.285 -0.382  0.0026
12 H 0.476 -4.860 -0.712  -0.0001
13 H 1.352 -3.706 -1.743  0.0020
14 H 0.750 -3.087 -0.270  0.0015
15 H 3.158 -3.996 2.105  0.0001
16 H 1.596 -3.411 1.588  -0.0004
17 H 0.606 -5.483 1.775  0.0000
18 H 1.588 -5.355 3.205  0.0000
19 H 1.922 -7.569 2.219  -0.0004
20 H 3.374 -6.616 2.169  0.0007
21 H 4.491 -7.605 0.210  -0.0002
22 H 3.299 -8.740 0.785  -0.0001
23 H 3.407 -8.394 -1.039  -0.0003
24 H 0.324 -6.891 -0.069  0.0003
25 H 1.126 -7.177 -1.539  0.0024
26 H 0.957 -8.486 -0.298  0.0018
27 H 3.044 -2.326 -0.105  -0.0004
28 H 3.736 -3.222 -1.443  -0.0007
29 H 4.458 -3.302 0.110  0.0001
30 C -2.805 -2.588 -3.241  0.0026
31 C -3.910 -1.708 -2.626  0.0242
32 C -5.016 -1.480 -3.715  0.0014
33 C -6.393 -0.963 -3.234  0.0001
34 C -6.879 -1.992 -2.175  0.0036
35 C -5.912 -2.004 -0.936  0.0198
36 N -4.558 -2.372 -1.479  0.3749
37 O -3.727 -2.883 -0.542  0.5315
38 C -6.084 -0.706 -0.172  0.0140
39 C -6.442 -3.142 -0.039  0.0009
40 C -3.284 -0.336 -2.287  0.0185
41 H -1.918 -2.713 -2.621  -0.0005
42 H -2.461 -2.353 -4.249  -0.0002
43 H -3.227 -3.574 -3.452  -0.0002
44 H -4.674 -0.691 -4.391  -0.0004
45 H -5.143 -2.320 -4.399  0.0001
46 H -7.115 -0.986 -4.051  0.0002
47 H -6.349 0.076 -2.909  0.0000
48 H -6.954 -2.981 -2.632  0.0010
49 H -7.891 -1.931 -1.768  -0.0001
50 H -7.140 -0.488 -0.033  0.0016
51 H -5.382 -0.627 0.656  0.0010
52 H -5.741 0.061 -0.873  0.0003
53 H -7.260 -2.840 0.613  -0.0003
54 H -6.806 -3.955 -0.670  0.0001
55 H -5.655 -3.620 0.545  -0.0010
56 H -2.614 -0.029 -3.089  0.0018
57 H -2.658 -0.443 -1.398  0.0013
58 H -4.042 0.423 -2.094  0.0003
59 C 0.196 1.657 -2.713  0.0019
60 C 1.472 0.839 -2.643  0.0210
61 C 1.286 -0.243 -3.698  0.0015
62 C 2.579 -0.984 -4.056  0.0000
63 C 3.682 -0.032 -4.421  0.0025
64 C 3.980 1.054 -3.383  0.0230
65 N 2.687 1.654 -2.990  0.3737
66 O 2.768 2.846 -2.361  0.5300
67 C 4.753 0.453 -2.189  0.0184
68 C 5.063 1.989 -4.005  0.0023
69 C 1.538 0.191 -1.254  0.0157
70 H -0.637 1.094 -2.297  0.0000
71 H -0.015 1.933 -3.748  0.0001
72 H 0.217 2.638 -2.235  -0.0008
73 H 0.668 -1.083 -3.376  -0.0004
74 H 0.857 0.179 -4.607  0.0006
75 H 2.337 -1.583 -4.938  0.0001
76 H 2.839 -1.769 -3.343  0.0000
77 H 3.453 0.554 -5.317  0.0011
78 H 4.564 -0.582 -4.755  -0.0003
79 H 4.857 1.176 -1.377  0.0011
80 H 4.207 -0.385 -1.752  0.0003
81 H 5.778 0.150 -2.395  0.0021
82 H 6.024 1.483 -4.069  -0.0002
83 H 4.763 2.278 -5.014  0.0003
84 H 5.190 2.924 -3.460  -0.0008
85 H 2.087 0.791 -0.528  0.0009
86 H 2.039 -0.775 -1.346  0.0002
87 H 0.521 0.014 -0.904  0.0019
88 C -5.087 5.486 -0.366  0.0167
89 C -4.289 4.405 0.419  0.0201
90 C -3.583 3.317 -0.409  0.0040
91 C -2.497 3.824 -1.363  0.0001
92 C -1.459 4.574 -0.506  0.0023
93 C -2.040 5.663 0.490  0.0252
94 N -3.187 5.078 1.193  0.3789
95 O -3.543 5.661 2.329  0.5238
96 C -0.809 5.834 1.362  0.0017
97 C -2.420 6.986 -0.280  0.0192
98 C -5.312 3.682 1.292  -0.0003
99 H -5.009 6.480 0.071  0.0013
100 H -6.166 5.336 -0.289  0.0025
101 H -4.915 5.487 -1.443  0.0006
102 H -3.129 2.557 0.225  0.0012
103 H -4.404 2.858 -0.965  -0.0001
104 H -2.968 4.543 -2.034  0.0000
105 H -1.903 3.031 -1.813  0.0001
106 H -0.787 5.020 -1.242  -0.0002
107 H -0.897 3.801 0.021  0.0005
108 H -1.021 6.571 2.137  -0.0007
109 H -0.498 4.866 1.757  -0.0001
110 H 0.122 6.095 0.857  -0.0002
111 H -3.108 7.612 0.288  0.0017
112 H -1.592 7.641 -0.556  0.0025
113 H -2.922 6.770 -1.223  0.0004
114 H -5.690 2.754 0.857  -0.0002
115 H -6.221 4.211 1.577  -0.0002
116 H -4.824 3.335 2.206  -0.0007
117 C 6.498 1.005 2.357  0.0054
118 C 5.371 1.903 2.996  0.0257
119 C 6.102 3.246 3.236  -0.0003
120 C 5.291 4.567 3.469  -0.0001
121 C 4.186 4.549 2.431  0.0000
122 C 3.375 3.260 2.340  0.0253
123 N 4.202 2.036 2.136  0.3777
124 O 3.551 0.841 1.947  0.5150
125 C 2.329 3.101 3.473  0.0176
126 C 2.467 3.424 1.055  0.0071
127 C 4.938 1.363 4.372  0.0200
128 H 6.167 -0.031 2.279  -0.0004
129 H 7.304 1.053 3.088  -0.0001
130 H 6.726 1.341 1.347  0.0001
131 H 6.832 3.154 4.041  -0.0004
132 H 6.693 3.386 2.328  0.0004
133 H 6.010 5.383 3.420  0.0000
134 H 4.798 4.604 4.444  0.0000
135 H 4.719 4.808 1.512  0.0005
136 H 3.520 5.389 2.634  -0.0004
137 H 1.882 4.051 3.756  0.0016
138 H 1.655 2.274 3.238  0.0020
139 H 2.672 2.619 4.391  0.0003
140 H 3.086 3.739 0.213  0.0013
141 H 1.818 2.607 0.747  -0.0001
142 H 1.844 4.294 1.272  -0.0001
143 H 4.457 2.120 4.987  0.0005
144 H 5.919 1.082 4.760  0.0015
145 H 4.302 0.482 4.314  0.0037
146 Cl -1.977 -4.006 3.015  -0.0002
147 C -2.851 -3.719 4.511  0.0000
148 C -4.264 -3.284 4.141  0.0000
149 Cl -5.222 -3.303 5.710  0.0000
150 H -2.453 -2.886 5.091  0.0000
151 H -2.732 -4.624 5.102  0.0000
152 H -4.704 -3.984 3.434  0.0000
153 H -4.279 -2.274 3.737  0.0000
154 Cl -0.487 -0.234 3.968  0.0002
155 C -0.323 -0.284 2.179  0.0002
156 C -1.593 -0.828 1.578  0.0014
157 Cl -3.012 0.251 1.666  0.0010
158 H 0.470 -0.998 1.960  0.0000
159 H -0.102 0.732 1.858  0.0000
160 H -1.888 -1.689 2.170  0.0002
161 H -1.415 -1.078 0.533  0.0009

| no. | DFT total energy (eV) |
| --- | --- |
| 1 | -131162.3325 |
| 2 | -120170.0453 |